[1]
Computed, not measured: 2 unconnected molecules or ions with the total composition C5H9NO, with wB97M-V/def2-TZVPD.

XYZ file:
```
16
Properties=species:S:1:pos:R:3
C 0.699 1.042 0.859
C 0.451 -0.454 0.663
C 1.298 -1.054 -0.461
C -1.013 -0.811 0.526
O -1.939 -0.131 0.909
C -1.985 1.203 -1.550
N -0.983 1.084 -2.111
H 0.797 1.548 -0.110
H 1.624 1.201 1.422
H -0.133 1.501 1.402
H 2.359 -0.948 -0.216
H 1.094 -2.123 -0.600
H 1.115 -0.540 -1.411
H -1.204 -1.814 0.080
H 0.718 -0.985 1.592
H -2.898 1.281 -0.994
```

As for the orbital gap: 0.3994 hartree. The SMILES is CC(C)C=O.C#N. The calculation puts the LUMO energy at 0.937 eV. The max |F| comes out at 1.189 eV Å⁻¹. As for the highest occupied orbital energy: -9.9304 eV.



[2]
Computed, not measured: C8H13N3O in the gas phase, with wB97M-V/def2-TZVPD.

XYZ file:
```
25
Properties=species:S:1:pos:R:3
C -1.291 -2.197 1.742
C 0.178 0.512 0.714
C -1.113 -2.681 -0.818
C -1.033 -1.660 0.457
C 1.436 1.756 -0.917
C 1.777 2.241 1.530
C -2.093 -0.535 -1.517
C 1.537 1.167 0.504
N -1.456 -2.662 2.770
N -2.015 -1.588 -0.580
N 0.176 -0.816 0.387
O -0.846 1.076 1.039
H -0.329 -2.544 -1.399
H -1.441 -3.700 -0.610
H 0.823 2.669 -0.861
H 2.392 1.801 -1.501
H 0.933 1.172 -1.562
H 2.225 1.757 2.465
H 0.794 2.820 1.787
H 2.423 2.905 1.062
H -2.467 0.479 -0.942
H -1.106 -0.335 -2.049
H -2.767 -0.792 -2.188
H 2.364 0.576 0.525
H 0.897 -1.425 -0.040
```

As for the orbital gap: 0.3742 hartree. The SMILES is CC(C)C(=O)N[C@]1(C#N)CN1C. The calculation puts the LUMO energy at 0.535 eV. The max |F| comes out at 6.552 eV Å⁻¹. As for the highest occupied orbital energy: -9.6483 eV.



[3]
Computed, not measured: a molecular structure, C4H11AlBrClOs, with wB97M-V/def2-TZVPD.

XYZ file:
```
19
Properties=species:S:1:pos:R:3
Al -0.382 1.250 0.718
Cl -0.604 3.032 -0.355
C -1.889 0.001 0.737
H -1.670 -0.677 1.579
H -1.974 -0.570 -0.214
H -2.763 0.639 0.972
Os 0.931 -0.557 -3.489
C 2.574 0.618 -3.214
C -0.829 -0.163 -4.360
C 0.652 -1.762 -2.157
H -1.509 -1.034 -4.445
H -1.234 0.658 -3.719
H -0.552 0.242 -5.364
H 3.451 0.095 -2.776
H 2.790 1.033 -4.228
H 2.157 1.427 -2.549
H -0.352 -2.215 -1.901
H 1.381 -2.066 -1.361
Br 1.544 0.213 1.224
```

As for the orbital gap (alpha / beta): 0.2327 / 0.3083 hartree. As for the spin multiplicity: 5. The calculation puts the LUMO energy (alpha / beta) at -0.339 / -1.375 eV. The max |F| comes out at 4.413 eV Å⁻¹. As for the highest occupied orbital energy (alpha / beta): -6.6719 / -9.7645 eV.



[4]
Computed, not measured: a molecular structure, C45H42AsBrIN3O2PS3Ti, with wB97M-V/def2-TZVPD.

XYZ file:
```
100
Properties=species:S:1:pos:R:3
Ti -0.396 -0.327 -0.803
S -1.052 0.580 1.499
C -0.573 2.267 1.706
C -1.577 3.213 1.928
C -1.270 4.535 2.210
C 0.055 4.937 2.278
C 1.062 4.011 2.045
C 0.766 2.681 1.756
As 2.135 1.362 1.296
C 3.694 2.547 1.455
C 4.418 2.766 2.623
C 5.503 3.634 2.629
C 5.869 4.301 1.468
C 5.154 4.089 0.297
C 4.080 3.210 0.291
C 2.299 0.440 3.011
C 3.211 -0.611 3.080
C 3.353 -1.351 4.243
C 2.565 -1.061 5.350
C 1.641 -0.028 5.284
C 1.510 0.721 4.120
H -2.610 2.889 1.883
H -2.069 5.249 2.373
H 0.307 5.967 2.494
H 2.095 4.334 2.082
H 4.130 2.259 3.537
H 6.058 3.796 3.545
H 6.712 4.982 1.474
H 5.433 4.605 -0.613
H 3.529 3.037 -0.629
H 3.806 -0.862 2.207
H 4.067 -2.165 4.282
H 2.664 -1.645 6.257
H 1.015 0.196 6.139
H 0.782 1.521 4.073
I -3.274 1.020 -1.321
C -3.487 -0.228 -2.975
C -4.552 0.002 -3.798
C -4.801 -0.854 -4.890
C -3.989 -1.926 -5.092
C -2.884 -2.183 -4.241
C -2.087 -3.328 -4.472
C -1.029 -3.592 -3.657
C -0.706 -2.702 -2.614
C -1.423 -1.555 -2.329
C -2.574 -1.310 -3.154
H -5.211 0.838 -3.608
H -5.642 -0.659 -5.543
H -4.171 -2.612 -5.912
H -2.337 -3.976 -5.305
H -0.410 -4.466 -3.820
H 0.175 -2.937 -2.027
C 3.075 -3.495 0.391
C 2.267 -2.406 -0.264
S 0.824 -1.890 0.561
C 2.614 -1.802 -1.414
C 3.860 -2.152 -2.185
S 1.613 -0.545 -2.071
H 2.795 -3.597 1.439
H 4.145 -3.281 0.345
H 2.915 -4.464 -0.092
H 4.725 -2.252 -1.525
H 4.083 -1.383 -2.923
H 3.743 -3.100 -2.720
C -4.573 -3.099 2.301
N -4.757 -3.186 0.854
C -4.276 -4.490 0.408
N -2.898 -4.778 0.790
C -2.773 -4.636 2.237
N -3.204 -3.339 2.747
C -2.308 -2.264 2.307
P -2.226 -2.090 0.458
C -4.064 -2.091 0.166
C -1.966 -3.893 0.084
H -5.217 -3.850 2.767
H -4.888 -2.110 2.640
H -4.363 -4.548 -0.679
H -4.919 -5.256 0.852
H -1.732 -4.800 2.521
H -3.391 -5.406 2.707
H -1.298 -2.445 2.681
H -2.637 -1.316 2.733
H -4.254 -2.156 -0.909
H -4.478 -1.142 0.509
H -0.939 -4.146 0.351
H -2.077 -4.048 -0.989
Br 1.421 6.832 -0.582
C 0.927 5.606 -1.948
C 0.986 6.036 -3.264
C 0.645 5.151 -4.277
C 0.255 3.859 -3.968
C 0.204 3.443 -2.643
C 0.538 4.319 -1.615
C -0.188 2.017 -2.364
O -0.598 1.298 -3.268
O -0.057 1.627 -1.140
H 1.298 7.047 -3.488
H 0.692 5.477 -5.309
H -0.013 3.146 -4.736
H 0.504 3.985 -0.586
```

As for the orbital gap: 0.2402 hartree. As for the total charge: -1. The calculation puts the LUMO energy at 2.282 eV. The max |F| comes out at 0.644 eV Å⁻¹. As for the highest occupied orbital energy: -4.2538 eV.